C46H61IrN3O3P2SSi as an isolated structure. Source: OMol25; level of theory: wB97M-V/def2-TZVPD.

Computed properties:
* expectation value of S²: 0.757
* total energy: -99421.8567 eV
* total charge: +2
* 2S+1: 2

```
118
C46H61IrN3O3P2SSi, DFT wB97M-V/def2-TZVPD
C 2.8052 1.4442 -5.2749
C -2.5057 -2.7787 -1.3877
H -5.5624 2.1012 -0.1962
H 3.7056 -2.8366 -1.0267
H -5.7034 -0.4156 0.0511
H 1.1071 2.4254 1.2243
H -1.8576 -0.7318 2.6694
H 3.5568 0.5457 1.9673
C -1.8183 -0.5933 -4.2247
H 1.2371 -4.4381 3.3820
C 3.1118 -0.3018 0.0706
C -1.7353 -4.4881 7.3459
H -6.4488 1.6249 1.2281
H -2.3493 2.7586 1.7088
C 1.8444 0.1747 -2.8027
H 0.3915 -6.8457 7.2921
H -3.4629 -2.2886 -1.2432
H 1.8727 0.7241 1.5373
C -0.4582 -3.3841 4.2242
C -1.4631 1.0647 -2.5054
H 1.6390 4.9134 0.4552
C 0.4131 -2.7483 -1.9520
C -0.3187 5.4415 -0.3254
Si -1.0679 -1.6196 -1.6470
H 3.0348 2.9101 1.4138
C -4.9662 0.1875 0.5807
H 1.2963 -5.9481 -2.6741
C 0.6041 -2.8278 2.1546
S -3.3714 -3.8144 8.5167
H -0.8420 4.5497 2.1902
H -1.6305 4.2249 -1.5243
H 0.8709 6.2241 1.3115
H -0.9717 6.2938 -0.1330
P -1.1385 1.3352 -0.7301
H 1.6302 3.1262 -4.5768
C -5.4572 1.6154 0.7780
C 0.6757 5.2648 0.8340
C 1.6619 2.0411 -4.4642
C 3.0102 -0.4338 -3.6060
O -3.8652 -5.0434 9.0363
H 3.4551 -5.1528 -1.7762
C 2.6101 -4.4797 -1.8299
H -2.5907 -3.3790 -2.2993
C 3.2251 2.1778 0.6285
C 0.1196 -5.3234 5.7722
C -3.6347 0.1747 -0.1945
C 1.6606 -2.3013 -1.4848
C 2.8902 0.7812 1.1313
H 0.9155 2.0898 -2.4617
C -2.8403 1.4759 -0.0118
H -3.2662 2.2485 -0.6673
H 2.6887 1.6894 -6.3306
H 3.6939 -0.4957 -5.6422
C -1.1889 -1.5640 2.8620
C 4.5354 -0.1918 -0.5186
C -1.4755 -0.2855 -2.9091
C -3.0090 1.9403 1.4399
H -2.7584 1.1108 2.1126
C 4.9489 1.2208 -0.9230
O -2.3593 -3.0875 9.2609
H -2.1123 -2.1021 4.7147
H 6.0081 1.2090 -1.1840
H -2.0370 4.2225 0.1631
H -2.3462 2.5225 -5.4322
H -4.5508 3.4567 1.4667
H 4.4195 1.5267 -1.8267
C 0.5264 -3.6319 3.2737
H -0.5312 2.1910 1.7884
H 0.8996 -5.7044 5.1307
C 0.3018 -4.0726 -2.3752
P 1.6996 -0.5278 -1.1067
C 2.7482 -3.1668 -1.4037
N -0.2343 -1.8007 1.9469
H -2.3843 0.1599 -6.1516
C -4.4686 2.3855 1.6612
C -2.1073 1.7379 -4.7269
N -1.1156 -5.5234 7.7939
C -1.7841 2.0671 -3.4177
C -1.3316 -2.3234 4.0005
C 0.1044 2.8579 1.1988
H -3.8149 0.0053 -1.2564
N -1.5801 -3.7632 6.2937
C 0.1507 4.2493 1.8433
C -0.6239 -4.1974 5.4581
H 1.9473 -0.5219 -5.4769
C 2.8624 -0.0657 -5.0828
H -4.8331 -0.2807 1.5599
H 0.5435 3.0248 -0.8940
H 4.9249 3.2444 -0.1738
H 0.2191 5.6669 -1.2486
C 1.7792 1.6897 -2.9802
C -1.1976 4.1979 -0.5297
H -1.8363 -1.6259 -4.5553
H 5.3318 2.0443 1.0353
C -0.1583 -5.9684 6.9753
O -4.1376 -3.0926 7.5537
C -2.1281 0.4107 -5.1312
H 3.7535 1.8885 -4.9539
H -0.6466 -4.4552 -2.7286
H -1.7768 3.1071 -3.1354
H 0.9249 -0.2339 -3.2443
C 1.3955 -4.9263 -2.3334
H 5.2051 -0.5303 0.2793
H 1.3474 -3.0138 1.3887
H -3.0263 -0.6679 0.1650
Ir -0.1547 -0.4755 0.1687
H 2.6659 2.1659 -2.5582
H 3.9629 -0.0471 -3.2406
C -0.3528 2.9330 -0.2843
H 0.7839 4.2107 2.7304
H 2.5713 2.4405 -0.2137
H -2.3295 -3.4714 -0.5631
H 4.6840 -0.8781 -1.3511
H 0.7073 1.6547 -4.8408
H -4.7199 2.2433 2.7132
H 3.0323 -1.5190 -3.4991
H 3.0444 -1.2700 0.5824
C 4.6811 2.2414 0.1782
```



A 11-piece molecular cluster, C46H62F16O20 overall. Source: OMol25; level of theory: wB97M-V/def2-TZVPD.

Computed properties:
* structure (SMILES): FC(F)C(F)(F)COC(F)(F)C(F)F.FC(F)C(F)(F)COC(F)(F)C(F)F.O=C1CCCO1.O=C1CCCO1.O=C1CCCO1.O=C1CCCO1.O=C1CCCO1.O=C1CCCO1.O=C1CCCO1.O=C1CCCO1.O=C1CCCO1
* total energy: -133138.5358 eV
* total charge: 0

```
144
C46H62F16O20, DFT wB97M-V/def2-TZVPD
H 0.4394 -1.4897 0.3247
H -0.1845 -2.2752 -6.4792
H 0.4478 -6.9546 -2.7601
C 4.8954 2.3084 3.0338
H 1.9660 -1.5200 7.8824
H -2.9708 1.1584 -1.2921
O -3.3979 1.3305 -4.5426
H 4.6380 2.3503 4.0913
H -0.3959 -0.5577 6.3737
H 6.3587 -1.3546 -0.4069
C -2.8029 -3.1147 -4.8005
C -2.0776 -2.7289 5.7153
F -1.7063 -7.4572 -1.9107
F -0.4233 -7.6566 -4.3871
C -1.1895 -4.0877 -6.1060
F -2.3789 -2.7446 -1.0758
O 2.8254 1.4794 5.3133
H 4.4829 -1.8404 -3.9182
H 0.7757 1.7949 3.5045
H -1.8196 -1.1462 -5.2127
C 0.4374 -0.3014 7.0305
H 4.2223 -0.6600 2.1724
H 6.0931 -0.9327 -4.2679
H 7.3816 -0.3908 -1.5010
O -2.3360 6.1774 4.3117
O -5.0161 -0.1391 -5.0437
H -2.1191 3.8180 -1.2656
C -0.3968 1.5083 1.6996
C 3.9768 3.9492 -5.1355
C -3.3851 4.3518 3.2814
C -3.3031 4.0903 4.7845
H -4.4496 5.1151 0.1059
C 6.5607 -1.1065 -1.4475
H -3.0483 -3.4939 -3.8094
C -3.9070 -3.7364 0.5153
H -0.0479 1.9578 -0.7121
O -1.4695 7.6843 0.1254
H -1.4255 5.0244 2.8231
F -2.6501 -6.4449 -3.6011
O 7.2564 1.9014 3.2514
O -1.4346 -2.1500 4.7018
H 3.5172 4.8232 -5.5853
O -2.3334 -4.3029 -5.4775
C -4.1329 -0.0136 -2.7710
C -2.7529 5.4009 5.3137
H 4.4178 -1.0240 -1.7193
C 4.6322 0.2375 1.7169
H -1.7227 1.2868 -3.4389
C -0.1048 1.2323 3.1712
C -3.5466 1.2648 -2.2095
H -4.7375 -3.6453 -0.1959
H 4.6044 0.1832 0.6313
H 4.9511 3.3488 2.7214
H -5.0145 -0.2450 -2.1760
H 3.5089 -0.9844 6.2614
H -3.1863 3.4471 2.7065
C 6.3321 -2.6109 -3.1851
H 3.6117 2.1635 1.3768
H 5.0311 3.8848 -5.3884
O -2.5526 -2.1285 6.6311
C -0.2678 -6.6363 -3.5281
H -4.0420 7.2991 -0.7352
H 3.9433 1.9642 -6.0012
C -1.6139 -2.1351 -4.8047
C -2.0316 -4.2437 5.4938
H 0.0944 -2.9899 3.7279
O 1.0320 0.8648 6.4508
C -1.5813 -6.4360 -2.7663
H -1.3220 -2.7289 2.6696
H -0.9589 -5.1343 3.8309
H -2.5229 -4.5597 3.3634
H -2.9465 -5.9417 -0.8054
C 1.4934 -1.4071 6.9084
H -2.5411 2.8539 -3.4227
H -3.0872 6.6631 -2.1117
H -4.2795 4.7112 -1.5364
C -2.7533 -5.0067 -1.3390
H -2.6482 3.2494 4.9923
H -4.2706 3.9879 5.2723
O 7.0389 -2.3193 -2.0606
F -3.9085 -2.6700 1.3377
C 3.2457 2.6463 -5.5152
H 0.3718 -3.1113 -5.0612
O -1.4987 5.4801 -0.0945
H -2.5428 3.7022 0.4177
O -2.6538 5.7236 6.4654
F -4.1182 -4.8799 1.2157
C 5.4373 -1.4617 -3.5729
H 0.0477 -0.1943 8.0390
H -4.3608 4.7160 2.9476
C 2.7614 2.0357 -4.1966
F 2.1913 -1.2531 -0.5540
H 3.0632 0.9964 -4.1180
H 2.9817 1.2868 2.7375
C 3.3129 2.9648 -3.1309
H -1.2605 -4.6142 6.1750
C -2.0173 6.6983 -0.2730
H 2.3403 -1.2517 4.8645
C -3.7105 5.1252 -0.6984
O -0.7596 -4.9041 -6.8824
F 0.5266 -2.4174 -1.4508
C -4.2953 0.3745 -4.2381
O -1.6060 -5.2003 -2.1323
H -3.6195 -4.7637 -1.9601
H -4.3119 2.0236 -2.0234
C -2.6989 1.7784 -3.3599
C -0.9940 -3.0238 3.6655
C -2.3812 5.5026 3.0515
O 3.9010 4.0178 -3.6937
C -2.4000 4.4112 -0.3939
F 0.2966 -5.5882 -4.1469
C 3.9007 1.5022 2.1954
F -1.0824 1.6915 3.9981
C -0.5259 -2.8549 -5.6209
C 2.2234 0.6084 5.8798
O 6.5407 -3.6357 -3.7600
C 5.3097 -0.6964 -2.2555
C 0.1806 -0.0749 -1.2121
H 1.6091 1.4626 -0.7980
F -1.1521 -0.2840 -1.0669
F -1.4915 -4.0301 0.4272
H 5.2304 0.3875 -2.3349
C -3.3207 6.5519 -1.0525
H -3.6790 -2.6803 -5.2786
H -2.9518 -4.6879 5.8655
H 1.6753 2.1310 -4.1527
H 0.9807 -2.2995 6.5527
C 2.4958 -0.8863 5.8759
C 0.8482 -1.3507 -0.6859
F 0.1699 -0.0481 3.5078
H -1.2339 -1.9465 -3.7982
C 6.1783 1.5721 2.8396
F -1.5002 0.9189 1.2088
C -2.6247 -3.8726 -0.3114
O 3.2606 2.8361 -1.9380
F 0.4796 0.1051 -2.5190
H 2.4524 2.8342 -6.2357
F -0.5564 2.8366 1.5631
O 6.0126 0.4508 2.1177
H -2.6392 6.2056 2.2682
O 0.7073 1.0694 0.9962
H -3.4610 -0.8678 -2.6589
C 0.6348 1.1555 -0.4126
C -1.6905 -4.3430 4.0271
```



C46H63GeN3PPbSi3 as an isolated structure. Source: OMol25; level of theory: wB97M-V/def2-TZVPD.

Computed properties:
* expectation value of S²: 0.790
* total energy: -147867.1572 eV
* total charge: +2
* 2S+1: 2

```
118
C46H63GeN3PPbSi3, DFT wB97M-V/def2-TZVPD
H -0.3129 -7.9784 -0.2076
H 0.7716 4.1974 -5.6792
H 1.1033 -3.7936 5.1227
C -3.3294 -0.7375 -2.5313
H -1.9312 2.4422 3.0864
C -2.7523 2.3643 -2.4111
H -5.9490 0.5789 1.4403
H -0.7546 -2.3424 -1.3191
Pb -1.3565 0.4549 1.2251
H -3.1155 -1.6394 -3.1404
C 0.1416 -6.0744 0.6960
C -0.4844 -6.8859 -0.2169
C -1.7769 -1.3276 3.7648
H -0.3037 -2.2254 0.2353
C 4.1603 4.2891 1.9606
C -0.1784 -0.1584 5.7104
C -0.0542 0.2688 4.3375
H -4.3996 -0.6236 -2.6317
H -2.7466 1.8241 -5.6012
H 3.1726 -1.4746 -5.6534
H 2.2455 1.8635 7.0386
H -4.0892 -0.5532 2.5133
H 0.0223 3.0739 -1.7453
H 1.4746 6.3553 1.6518
H 0.9760 4.5192 -2.3057
C 2.0284 -1.9425 2.4148
H 3.0982 1.6388 -4.9681
H -1.1854 -3.0542 -4.5658
C 3.0898 -0.3193 -0.6934
C 1.1219 -3.4748 4.0589
H 3.2010 -0.2800 -1.7546
C -1.2345 -6.3025 -1.2394
Ge -0.1251 0.4909 -3.8496
C 1.3513 -2.6957 1.4532
H -4.8565 1.3898 0.3784
H -1.0737 -1.5931 7.0608
N -2.1835 2.6352 2.0949
H 1.5563 -2.3839 0.4126
H -4.5997 1.7060 3.3503
C -0.7858 -4.0820 -0.3908
H 1.6557 3.1719 -1.3481
H 1.3914 1.0666 -0.5448
H 5.2723 4.3235 1.9814
H -3.7525 3.4084 0.8937
H -1.6382 -6.9077 -2.0276
Si 1.1836 2.5583 -3.7408
H 3.0035 -1.4547 -3.9129
H 3.5774 3.0560 -4.1990
H -2.4246 -1.8128 3.0374
H -1.5888 3.3298 1.7225
C -0.9235 -0.3324 3.3539
H 0.7211 -6.5456 1.4546
P 1.0389 1.6237 2.2417
H -2.3010 -2.7241 5.2863
H 3.3003 1.5734 -3.2116
H -5.6626 2.6794 2.4007
H 1.0972 -0.0688 -7.1500
C 2.5217 -1.7743 -4.8517
C -0.0887 -3.0758 -4.5518
H 4.9072 -1.4010 1.9188
C 1.7423 1.8168 4.9446
H -2.4663 2.2700 -1.3102
C 2.7828 -0.6700 2.0977
C 0.3892 -0.9191 -6.8513
H 2.3584 -1.7485 4.4990
C 1.5847 1.4295 6.2629
C 1.8697 -2.3206 3.7218
C -0.0396 -4.6741 0.6514
C 1.9346 0.3122 1.3340
H 2.6835 -2.8615 -4.8278
H -4.0178 -0.8709 0.9681
H -3.2136 0.1538 -5.7868
C 2.9522 2.1957 -4.0334
C -4.9308 0.9444 1.4126
C 3.4663 3.0906 2.0300
H -0.7559 3.4508 -5.0802
H 4.0130 6.3388 1.6059
N -3.9178 -0.1213 1.6444
C 0.3079 3.2974 -5.2423
C 2.0723 3.0648 2.0728
C 0.6374 0.5143 6.6476
C -1.7351 -1.8625 5.0709
C -3.2067 1.0041 -5.0585
C 0.9786 3.4470 -2.1311
H -2.1514 3.1558 -2.8414
C -1.4398 -4.9239 -1.2904
C -3.6351 3.0876 1.9744
C -4.7418 2.1076 2.3600
H 4.0611 2.1411 2.1163
H 0.2443 -3.7870 -5.2596
H 0.3094 4.2529 1.9262
C -1.0574 -1.2066 6.0441
H 2.4556 2.5711 4.6473
H -4.2519 1.2657 -4.9799
C 4.1568 -0.8877 0.0367
H -3.7945 2.6793 -2.4173
Si 0.7085 -1.4857 -5.1142
H 0.5420 0.3595 7.7280
C 2.0682 5.4470 1.7435
C 0.6159 -3.8563 1.7629
C 0.5180 -4.2628 3.0974
N -0.9321 -2.7056 -0.3960
H -0.6023 -0.6158 -7.0392
H -2.0146 -4.4488 -2.1256
H -0.0162 -5.1767 3.3189
H -2.9810 -0.9333 -1.5057
H 3.0261 -0.2357 3.0655
H 0.6188 -1.7373 -7.5481
H 5.0557 -1.1333 -0.4659
C 3.4765 5.4648 1.8344
C 4.0343 -1.0002 1.3828
C 0.9702 1.1575 3.9823
H 0.5433 2.5834 -6.0524
H -3.6800 4.0175 2.5418
C 2.0159 0.3691 -0.0327
H 0.3204 -3.3972 -3.5807
Si -2.5481 0.7545 -3.2993
C 1.3890 4.2545 1.8890
```



C46H65MoN4S3 as an isolated structure. Source: OMol25; level of theory: wB97M-V/def2-TZVPD.

Computed properties:
* expectation value of S²: 2.028
* total energy: -89076.7769 eV
* total charge: +1
* 2S+1: 3

```
119
C46H65MoN4S3, DFT wB97M-V/def2-TZVPD
H 3.4384 2.8046 -3.1672
C -4.7046 -3.1178 2.4318
H 3.4460 -2.2981 -4.3136
N 0.9637 -1.8027 -0.4928
H 3.9230 -4.2058 -2.6879
C 2.4385 0.9865 -3.7275
H -3.0718 0.1882 0.2473
H 4.7354 3.5192 2.0287
H 5.5178 2.5500 0.0741
H -2.2668 -1.2526 -1.7627
H 0.5978 2.4438 -5.5103
H -0.1816 4.6956 6.0197
C 5.2160 1.5016 0.1028
H -3.3454 2.5755 -0.0623
C -3.4778 1.0040 5.9585
H -3.9062 -2.9516 4.4574
C -3.4209 -2.8752 1.6963
C 3.1291 2.3018 1.3776
H -3.7243 -0.7707 3.3374
C -2.3789 1.5848 3.7611
C 1.4429 -3.6141 -1.8399
C -0.3073 1.8679 -5.3275
H 1.4085 -7.0563 -2.2521
H 0.1963 -4.9835 -2.8936
H -2.6558 1.4331 6.5329
H -0.9914 1.8764 -0.1205
H 0.6158 0.0215 -5.9164
C 2.5722 -2.8662 -1.7646
C -1.3548 2.4714 3.6353
H -2.1673 4.2016 4.5532
C 1.8173 1.7906 1.5866
H -3.8459 2.7567 4.7473
C -2.6829 0.6028 -0.6830
C -4.4767 -3.6564 3.8492
C -3.6156 1.7009 4.5989
C 2.2665 -1.7346 -0.9135
H 3.6599 5.7211 1.4391
H 1.8361 -4.8987 -3.4794
H -0.8208 3.0803 6.3315
C -2.8159 -0.6978 2.7523
H 2.2405 4.8544 0.8273
H 5.2905 1.1347 -0.9241
S -1.2410 2.6678 -3.9912
H -4.3913 1.1070 6.5442
H 1.0167 -6.1441 -0.7900
C -3.4409 1.9074 -0.9226
C -4.1213 -4.5863 -1.2571
S 0.9224 0.0242 -3.5396
H 5.1682 -2.6133 -4.0589
H 1.1181 3.3322 2.8316
H 2.7916 0.8852 -4.7567
C -2.0611 0.4539 2.9160
C 3.7943 1.4140 0.5693
C -0.2886 4.1762 -3.6783
H -0.9920 5.0085 -3.7160
H -5.2820 -2.1913 2.4726
H 7.2007 0.7976 0.6512
H -2.6456 -5.6225 -0.0566
H -0.2184 4.4015 -1.5202
H -3.9169 -4.5925 3.8196
C 0.4552 -2.9641 -1.0057
H 2.6543 -6.1095 -1.4344
S 1.4372 2.8201 -1.8477
H -5.3107 -3.8262 1.8668
H 5.9060 -0.3474 1.0242
H -3.9700 -0.7736 -1.7789
H 3.1554 0.4673 -3.0932
H 4.1601 -0.8165 -0.9548
C -1.6417 -3.0316 0.3143
C 2.4118 2.4770 -3.3352
H -4.5055 1.7098 -1.0803
H -3.0628 2.4277 -1.8058
C -2.9445 -0.3956 -1.8097
H -5.4259 -3.8448 4.3511
H -4.4545 -5.5067 -1.7375
H -0.6861 0.8625 -1.5400
C -1.1841 3.7974 4.3088
H -3.2709 -0.0620 5.8388
H -2.7934 0.0912 -2.7794
C -2.5512 -1.7607 1.9065
C -0.3992 1.8811 2.7221
C 0.8436 2.3867 2.3808
C 6.1727 0.7113 1.0033
H 3.7890 4.6688 0.0206
C 4.2508 -2.2751 -3.5767
C 1.2360 -4.9075 -2.5680
C 3.3172 4.7846 0.9978
N -1.4621 -1.8680 1.0432
H 6.1318 1.0802 2.0295
C 2.8943 0.3530 0.2668
H -0.8684 -0.1985 -4.9999
C 3.1548 -0.7355 -0.5608
H 1.1192 5.1464 -2.3845
C -1.1688 0.8878 -0.5599
C -3.4369 -4.8824 0.0822
H -4.9927 -3.9453 -1.1108
H -0.9087 1.9232 -6.2350
H 4.3975 -1.2351 -3.2834
N -0.8701 0.6730 2.2896
H 0.6451 3.2723 5.3782
C -0.3347 3.7082 5.5838
C 1.5995 -6.1275 -1.7133
H -4.4632 1.2767 4.0560
H -1.0398 -4.4455 -1.1280
H 4.6849 -3.0691 -1.6068
C -0.7676 -3.5124 -0.6510
H -0.7277 4.5028 3.6110
C 0.4786 4.2625 -2.3497
H 3.2546 3.7791 2.9111
N 1.6824 0.5956 0.8827
C 3.9109 -3.1622 -2.3726
Mo -0.0855 -0.4000 0.6997
H 2.0155 3.0771 -4.1482
H -3.4437 -4.0692 -1.9397
H -4.1553 -5.3333 0.7668
H 0.3852 4.3170 -4.5221
C 3.6533 3.5994 1.9111
C 0.0421 0.4006 -5.0675
C -2.8662 -3.6479 0.7096
```